Record 1
Density functional theory data (the ωB97M-V functional and the def2-TZVPD basis) for 3 unconnected molecules or ions with the total composition C27H42F2NO6 at a distorted geometry.

Geometry (Å):
1 F -1.017 3.094 -6.226
2 F 1.779 0.525 6.423
3 O 2.506 1.566 -3.982
4 O 1.871 3.679 -4.436
5 O 0.540 1.981 -5.021
6 O 1.796 -0.945 4.706
7 O 3.943 -0.835 4.104
8 O 2.487 -1.977 2.819
9 N -0.921 3.744 2.701
10 C 3.783 0.038 5.223
11 C 0.837 -2.719 -2.009
12 C 0.795 4.240 -5.186
13 C 0.082 3.062 3.266
14 C -2.596 -1.365 0.366
15 C -0.148 -0.449 -2.602
16 C 2.202 1.831 0.496
17 C -2.708 -0.167 -2.886
18 C 1.091 2.430 2.614
19 C 2.721 -1.327 3.771
20 C -0.361 -1.943 -2.547
21 C -1.396 0.388 -2.327
22 C 1.267 -2.298 -0.594
23 C 2.514 0.362 0.864
24 C -0.828 3.781 1.363
25 C -2.835 -1.217 1.861
26 C 2.743 -1.892 -0.467
27 C -2.854 -3.536 2.892
28 C 0.142 3.208 0.611
29 C 2.492 -0.467 5.832
30 C 3.085 -0.408 -0.338
31 C 1.187 2.455 1.201
32 C -3.616 -0.625 -0.486
33 C -3.564 -1.037 -1.953
34 C 1.728 2.329 -4.426
35 C -0.249 3.147 -5.104
36 C -3.685 -2.354 2.425
37 H 0.471 5.181 -4.751
38 H -3.218 -0.246 2.128
39 H -2.465 -0.768 -3.753
40 H 4.635 -0.037 5.894
41 H 0.490 -3.741 -1.935
42 H -2.638 -2.420 0.105
43 H 2.875 0.118 -1.256
44 H 0.124 3.334 -0.455
45 H 3.293 0.356 1.620
46 H -4.274 -1.979 3.254
47 H 0.570 -0.165 -1.849
48 H 1.654 -0.140 1.293
49 H -4.362 -2.704 1.652
50 H 0.658 -1.468 -0.272
51 H -1.975 -3.230 3.440
52 H 4.165 -0.377 -0.238
53 H 1.931 1.877 -0.560
54 H -3.284 -2.080 -2.008
55 H -1.432 0.589 -1.272
56 H 0.076 3.026 4.346
57 H -3.398 0.429 -0.367
58 H -1.604 -1.005 0.146
59 H 0.313 -0.170 -3.536
60 H -3.308 0.664 -3.229
61 H 3.190 -2.432 0.352
62 H -0.516 -2.288 -3.561
63 H -3.444 -4.146 3.563
64 H -2.572 -4.161 2.057
65 H 1.111 4.404 -6.217
66 H -1.867 -1.295 2.338
67 H -4.578 -0.989 -2.333
68 H 3.680 1.067 4.875
69 H -1.615 4.320 0.854
70 H -1.209 -2.217 -1.939
71 H 3.252 -2.244 -1.359
72 H 2.619 -1.281 6.550
73 H -4.600 -0.793 -0.069
74 H 1.842 1.918 3.188
75 H -0.901 3.204 -4.231
76 H -1.224 1.342 -2.813
77 H 1.661 -2.659 -2.707
78 H 1.061 -3.096 0.105

As for the total charge: -1. As for the highest occupied orbital energy: -2.10 eV. The calculation puts the molecular weight at 514.63 g mol⁻¹. The orbital gap comes out at 0.1698 hartree. The electronic energy is -47889.936 eV.

Quick look at the Löwdin charges, all values in e: 0.06 0.07 0.20 0.07 0.11 0.13 0.06 0.19 -0.02 -0.06 -0.19 -0.06 -0.23 -0.22 -0.19 -0.15 -0.19 -0.07 -0.55 -0.21 -0.18 -0.19 -0.24 -0.24 -0.20 -0.21 -0.11 -0.09 -0.33 -0.21 -0.34 -0.20 -0.20 -0.54 -0.32 -0.27 0.14 0.11 0.10 0.13 0.10 0.11 0.08 0.08 0.08 0.10 0.09 0.09 0.10 0.08 0.07 0.10 0.04 0.09 0.09 0.08 0.11 0.09 0.10 0.10 0.08 0.11 0.06 0.07 0.14 0.10 0.10 0.14 0.08 0.08 0.09 0.17 0.10 0.08 0.16 0.08 0.10 0.10

=====

Record 2
Density functional theory data (the ωB97M-V functional and the def2-TZVPD basis) for 3 unconnected molecules or ions with the total composition C27H42F6NO9P2 at a distorted geometry.

Geometry (Å):
1 P 3.370 1.000 1.531
2 P -0.041 6.076 0.479
3 F 2.591 -4.287 -1.032
4 F -2.692 -6.720 1.540
5 F 1.168 -4.878 -2.729
6 F 1.519 -6.223 -1.014
7 F -4.406 -5.194 1.220
8 F -4.498 -7.875 -4.580
9 O 1.991 0.396 1.280
10 O -0.056 6.758 -1.064
11 O 4.881 1.707 1.804
12 O 4.182 -0.440 1.477
13 O 0.187 5.528 1.873
14 O 3.166 1.040 3.180
15 O -4.958 -5.141 -4.002
16 O -1.620 6.515 0.641
17 O -0.292 4.597 -0.235
18 N -4.237 -7.367 -3.359
19 C 1.888 1.306 3.756
20 C -3.261 -5.792 0.684
21 C -0.597 2.606 1.079
22 C 5.651 2.490 3.947
23 C -0.131 5.492 -3.108
24 C -0.011 -2.805 -0.366
25 C -3.360 -7.861 -1.063
26 C -1.253 -2.337 0.285
27 C 0.369 3.435 0.255
28 C -3.704 -8.270 -2.435
29 C -0.932 -5.154 -0.260
30 C 4.437 -1.040 0.214
31 C 0.166 -4.241 -0.647
32 C 5.566 -0.334 -0.513
33 C -1.628 8.942 0.616
34 C -1.937 7.679 1.397
35 C 1.264 0.014 4.246
36 C 1.399 -4.874 -1.352
37 C -4.020 -4.022 -4.147
38 C -4.539 -2.657 -3.554
39 C -2.174 -4.684 0.383
40 C -2.356 -3.254 0.672
41 C -4.469 -6.035 -3.079
42 C -4.160 -5.537 -1.733
43 C -3.603 -6.439 -0.719
44 C 4.989 2.871 2.638
45 C 0.757 6.196 -2.102
46 H 6.614 2.008 3.765
47 H 1.236 1.826 3.055
48 H 4.014 3.336 2.798
49 H -0.094 1.739 1.511
50 H -0.551 9.048 0.459
51 H -0.894 6.173 -3.490
52 H 1.265 3.696 0.824
53 H -3.005 7.637 1.617
54 H -1.400 7.667 2.351
55 H 5.837 -0.873 -1.424
56 H -0.666 4.654 -2.658
57 H 0.810 -2.111 -0.688
58 H 3.524 -1.045 -0.393
59 H -3.507 -9.332 -2.728
60 H 5.804 3.369 4.575
61 H 1.201 -0.728 3.449
62 H 0.702 2.853 -0.610
63 H -3.295 -2.860 1.134
64 H -3.892 -3.865 -5.261
65 H 1.876 -0.426 5.036
66 H -0.814 -6.246 -0.503
67 H 1.277 7.022 -2.593
68 H -1.042 3.191 1.885
69 H -1.422 2.256 0.453
70 H 5.274 0.684 -0.789
71 H -4.350 -4.469 -1.487
72 H 1.516 5.525 -1.693
73 H 2.044 1.980 4.603
74 H 5.051 1.772 4.509
75 H -2.908 -8.570 -0.328
76 H -3.638 -2.002 -3.394
77 H -5.066 -2.740 -2.567
78 H 0.260 0.192 4.638
79 H 6.446 -0.253 0.127
80 H -1.985 9.824 1.150
81 H 4.716 -2.078 0.402
82 H -2.095 8.910 -0.370
83 H -1.325 -1.226 0.440
84 H 0.457 5.110 -3.945
85 H -5.220 -2.163 -4.308
86 H 5.618 3.592 2.111
87 H -2.979 -4.262 -3.771

As for the total charge: +1. As for the highest occupied orbital energy: -11.36 eV. The calculation puts the molecular weight at 700.57 g mol⁻¹. The orbital gap comes out at 0.2374 hartree. The electronic energy is -83467.683 eV.

Quick look at the Löwdin charges, all values in e: 0.71 0.68 0.13 0.09 0.09 0.08 0.08 0.13 -0.24 -0.21 -0.21 -0.22 -0.23 -0.25 0.00 -0.22 -0.25 0.02 -0.28 -0.39 -0.08 -0.06 -0.07 0.03 0.08 -0.02 -0.30 0.08 0.05 -0.31 -0.06 -0.08 -0.09 -0.30 -0.07 -0.47 -0.19 -0.06 -0.11 0.01 -0.15 0.13 -0.02 -0.28 -0.28 0.08 0.08 0.11 0.04 0.07 0.08 0.09 0.12 0.11 0.08 0.07 0.12 0.10 0.16 0.08 0.07 0.11 0.12 0.14 0.08 0.13 0.12 0.08 0.08 0.07 0.14 0.11 0.12 0.07 0.14 0.09 0.08 0.08 0.08 0.08 0.12 0.08 0.11 0.08 0.09 0.12 0.14

=====

Record 3
Density functional theory data (the ωB97M-V functional and the def2-TZVPD basis) for a molecular structure, C27H42N4OTi.

Geometry (Å):
1 Ti -0.397 0.131 0.063
2 O -1.230 -2.348 1.186
3 N -1.551 1.144 1.736
4 N 1.125 -0.123 1.197
5 N 0.892 -0.519 -1.273
6 N -1.417 1.385 -1.519
7 C -1.759 -3.682 1.289
8 C -1.527 -1.511 0.199
9 C 0.606 -0.813 -2.635
10 C 3.253 -1.256 -1.697
11 C 1.165 0.425 4.868
12 C 1.563 2.701 1.258
13 C 1.232 0.507 2.474
14 C 0.184 -2.100 -2.996
15 C 0.288 -0.064 -4.898
16 C -0.224 -2.328 -4.307
17 C -2.536 2.359 -1.421
18 C 2.325 -0.524 0.548
19 C 1.311 1.798 4.929
20 C 2.186 -0.754 -0.776
21 C 1.429 2.533 3.757
22 C -3.182 2.869 1.018
23 C 1.402 1.899 2.521
24 C 3.598 -0.591 1.333
25 C 1.120 -0.244 3.645
26 C 0.260 -3.249 -2.031
27 C -2.981 1.440 1.491
28 C 0.948 -1.736 3.606
29 C 0.704 0.201 -3.596
30 C -2.640 -1.900 -0.724
31 C -0.192 -1.314 -5.251
32 C 1.302 1.544 -3.272
33 C -2.381 3.282 -0.216
34 H 2.297 1.628 -3.714
35 H -0.517 -1.505 -6.265
36 H -2.954 3.556 1.837
37 H -2.470 -2.869 -1.201
38 H -3.344 0.726 0.744
39 H 1.167 -3.827 -2.220
40 H 0.971 2.271 0.438
41 H 2.865 -2.024 -2.368
42 H 1.375 -2.167 2.703
43 H 3.690 0.266 2.003
44 H 1.555 3.607 3.802
45 H 1.341 2.296 5.888
46 H -1.473 0.388 2.417
47 H 3.659 -0.463 -2.330
48 H -2.571 2.938 -2.346
49 H -2.700 4.286 -0.499
50 H 4.076 -1.697 -1.140
51 H -1.604 0.721 -2.273
52 H 4.463 -0.580 0.675
53 H -1.315 3.375 0.020
54 H 0.708 2.361 -3.690
55 H 0.302 -2.914 -0.995
56 H 1.429 1.697 -2.199
57 H -0.109 -2.010 3.620
58 H -4.247 2.998 0.809
59 H -3.591 -1.956 -0.181
60 H 1.088 -0.151 5.782
61 H 3.659 -1.485 1.958
62 H 1.261 3.738 1.402
63 H -2.756 -1.166 -1.523
64 H -0.600 1.881 -1.885
65 H -1.109 -4.357 0.731
66 H -3.467 1.790 -1.366
67 H -3.564 1.274 2.401
68 H -2.780 -3.752 0.922
69 H -1.733 -3.933 2.346
70 H -1.105 1.932 2.207
71 H 0.354 0.719 -5.644
72 H 1.420 -2.194 4.474
73 H 2.596 2.693 0.903
74 H -0.561 -3.318 -4.589
75 H -0.581 -3.931 -2.160

As for the total charge: +1. The spin multiplicity is 2. As for the highest occupied orbital energy (spin up / spin down): -9.15 / -9.31 eV. The expectation value of S² is 0.76. The calculation puts the molecular weight at 486.53 g mol⁻¹. The orbital gap (spin up / spin down) comes out at 0.2526 / 0.2324 hartree. The electronic energy is -59799.022 eV.

Quick look at the Löwdin charges, all values in e: 0.98 -0.15 -0.02 -0.08 -0.09 -0.01 -0.03 -0.32 -0.24 0.00 -0.03 -0.02 -0.26 -0.21 -0.04 -0.04 -0.20 -0.28 -0.07 -0.29 -0.04 -0.19 -0.24 -0.01 -0.21 -0.03 -0.22 -0.03 -0.23 -0.07 -0.07 -0.05 -0.18 0.10 0.11 0.12 0.08 0.10 0.10 0.04 0.08 0.07 0.08 0.11 0.11 0.10 0.09 0.12 0.12 0.08 0.10 0.08 0.10 0.09 0.06 0.06 0.08 0.12 0.10 0.12 0.09 0.09 0.07 0.06 0.10 0.12 0.13 0.09 0.10 0.10 0.12 0.09 0.10 0.12 0.08

=====

Record 4
Density functional theory data (the ωB97M-V functional and the def2-TZVPD basis) for a molecular structure, C27H43BrCoN6O4SSi.

Geometry (Å):
1 Br 0.228 0.839 -0.428
2 Co -0.491 -1.459 -2.192
3 S 0.987 -2.742 -1.284
4 Si 0.862 1.585 1.680
5 O 2.866 -0.292 -7.463
6 O 1.262 -1.824 -7.564
7 O -1.015 -2.470 -3.668
8 O -0.591 -2.835 -5.835
9 N -1.424 -3.204 -0.134
10 N 1.806 0.151 -3.458
11 N 0.804 -0.730 -3.436
12 N 0.272 -4.618 0.454
13 N -1.945 -0.152 -2.540
14 N -1.717 -2.145 -0.923
15 C -2.811 -1.481 -0.761
16 C -0.810 2.147 2.430
17 C -0.561 -5.367 1.396
18 C -3.130 1.610 -3.597
19 C -1.656 0.938 2.857
20 C 1.993 -0.923 -6.933
21 C 1.685 -0.693 -5.488
22 C 0.803 -1.242 2.253
23 C 3.135 2.618 0.233
24 C -4.197 1.415 -2.740
25 C 2.361 0.203 -4.680
26 C -2.017 0.795 -3.464
27 C 1.626 0.030 2.499
28 C -4.127 0.412 -1.782
29 C -0.549 3.019 3.671
30 C -0.367 -2.277 -4.778
31 C -1.676 2.944 1.439
32 C 2.863 3.351 2.604
33 C 0.718 -1.257 -4.646
34 C 1.748 0.248 4.018
35 C 1.385 4.252 0.810
36 C -3.813 -1.804 0.290
37 C -0.676 -4.680 2.748
38 C -2.986 -0.365 -1.709
39 C 3.029 -0.245 1.936
40 C -0.172 -3.578 -0.246
41 C 2.107 2.993 1.312
42 H -1.502 3.240 4.160
43 H 0.087 2.523 4.407
44 H 0.824 4.062 -0.108
45 H 3.527 4.197 2.402
46 H -1.168 3.802 1.007
47 H -2.025 2.312 0.621
48 H 2.036 0.666 -2.620
49 H -2.557 3.315 1.971
50 H 3.799 1.812 0.536
51 H -1.116 -3.690 2.635
52 H 3.185 0.855 -4.916
53 H 3.746 0.533 2.195
54 H -0.089 3.973 3.414
55 H 0.571 -2.247 -6.999
56 H -3.345 -2.386 1.078
57 H -1.159 0.908 -4.115
58 H 3.401 -1.182 2.362
59 H -1.543 -5.491 0.942
60 H -1.202 0.370 3.668
61 H 2.353 1.120 4.268
62 H -0.204 -1.190 2.660
63 H -4.244 -0.895 0.707
64 H -1.843 0.259 2.020
65 H -1.312 -5.266 3.411
66 H -4.623 -2.401 -0.137
67 H 2.234 -0.625 4.465
68 H 2.132 5.019 0.585
69 H 0.706 4.671 1.551
70 H -0.116 -6.355 1.499
71 H 3.015 -0.363 0.850
72 H -4.955 0.229 -1.112
73 H 0.776 0.358 4.501
74 H 0.733 -1.475 1.190
75 H 1.235 -4.882 0.330
76 H 2.650 2.336 -0.703
77 H -5.084 2.030 -2.818
78 H 3.486 2.531 2.963
79 H 2.192 3.650 3.411
80 H 1.311 -2.079 2.741
81 H -3.151 2.370 -4.364
82 H 3.756 3.494 0.025
83 H 0.302 -4.576 3.218
84 H -2.625 1.298 3.217

As for the total charge: +1. For the energy above the lowest of the compared OMol25 structures with the same formula, charge and spin, the calculation gives 1.2 kcal/mol. As for the highest occupied orbital energy (spin up / spin down): -11.54 / -11.54 eV. The calculation puts the molecular weight at 714.67 g mol⁻¹. The orbital gap (spin up / spin down) comes out at 0.2605 / 0.2607 hartree. The electronic energy is -172208.540 eV.

Quick look at the Löwdin charges, all values in e: 0.62 0.26 0.80 0.55 0.13 0.15 -0.04 0.12 0.06 0.08 -0.04 0.01 0.02 -0.06 -0.22 -0.63 -0.22 -0.01 -0.10 -0.49 -0.02 -0.12 -0.11 -0.01 0.05 -0.07 -0.62 0.03 -0.08 -0.49 -0.11 -0.08 -0.11 -0.08 -0.10 0.01 -0.08 -0.19 -0.09 -0.71 -0.63 0.09 0.07 0.08 0.10 0.06 0.04 0.12 0.09 0.06 0.05 0.15 0.07 0.07 0.08 0.08 0.13 0.09 0.11 0.07 0.07 0.06 0.09 0.06 0.08 0.11 0.10 0.09 0.07 0.12 0.07 0.12 0.07 0.00 0.13 0.03 0.12 0.07 0.07 0.09 0.12 0.09 0.07 0.09